A molecular structure, C13H29FeN5O7 in a non-equilibrium geometry. Source: the Open Molecules 2025 dataset; level of theory: ωB97M-V/def2-TZVPD.

Its expectation value of S² is 6.32. The value obtained for the electronic energy is -2576.5504 hartree. As for the LUMO energy (spin up / spin down): -1.322 / -1.530 eV. As for the gap between HOMO and LUMO (spin up / spin down): 6.64 / 6.36 eV.

The geometry in ORCA input format:
```
! RIJCOSX wB97M-V def2-TZVPD def2/J DEFGRID3
* xyz 0 5
O -0.581 -2.715 -3.027
H -0.830 -2.055 -3.714
Fe 0.965 -1.002 -2.079
N 1.664 -1.478 -0.219
N -0.823 -1.996 -0.836
N 1.367 0.964 -1.444
N -0.743 0.193 -2.448
O 2.750 -0.920 0.245
O 2.361 1.378 -0.666
O -1.926 -0.290 -2.875
O -2.029 -2.305 -1.128
C -0.299 -2.642 0.243
C 1.024 -2.299 0.649
C 0.546 1.975 -1.718
C -0.659 1.527 -2.315
C 1.505 -2.526 2.046
H 0.937 -1.863 2.712
H 2.559 -2.274 2.162
H 1.350 -3.566 2.363
C -1.328 -3.341 1.044
H -2.044 -3.810 0.353
H -1.876 -2.554 1.593
H -0.917 -4.070 1.751
C 0.796 3.366 -1.240
C -1.765 2.490 -2.543
H 1.778 3.441 -0.773
H 0.070 3.613 -0.452
H 0.760 4.115 -2.046
H -2.582 1.932 -2.994
H -1.462 3.324 -3.197
H -2.104 2.936 -1.598
H 2.600 0.499 -0.174
H -1.999 -1.231 -2.456
C 2.600 -1.084 -2.948
H 3.310 -1.824 -2.583
H 3.076 -0.275 -3.488
H 1.891 -1.660 -3.597
O 5.383 -1.418 0.455
H 5.832 -1.095 -0.345
H 4.428 -1.109 0.396
C -2.270 1.823 3.703
N -1.326 1.371 2.702
C 0.070 1.264 3.065
C -1.656 0.956 1.456
C -3.095 1.036 1.034
O -0.736 0.519 0.747
H -1.712 2.060 4.614
H -3.022 1.048 3.935
H -2.814 2.726 3.374
H 0.402 0.214 3.123
H 0.712 1.763 2.324
H 0.201 1.738 4.042
H -3.547 1.991 1.330
H -3.136 0.929 -0.053
H -3.658 0.213 1.498
*
```